1.
{"formula": "C28H31N2", "method": "ωB97M-V with the def2-TZVPD basis set", "charge": 1, "e_lumo_ha": -0.199, "multiplicity": 1, "orbital_gap_ev": 4.098, "species": ["C", "C", "C", "N", "C", "N", "C", "C", "C", "C", "C", "C", "C", "C", "C", "H", "H", "H", "H", "H", "H", "H", "H", "H", "H", "H", "H", "H", "H", "H", "H", "C", "C", "C", "C", "C", "C", "C", "C", "C", "C", "C", "C", "C", "C", "C", "H", "H", "H", "H", "H", "H", "H", "H", "H", "H", "H", "H", "H", "H", "H"], "coordinates": [[-2.5098, 0.8923, 2.5634], [-2.4079, -0.5852, 2.6292], [-2.6261, -1.4225, 1.5047], [-2.8399, -0.7632, 0.2901], [-2.3785, 0.5031, 0.1190], [-2.4898, 0.7562, -1.2032], [-1.9432, 1.8931, -1.9129], [-3.1881, -0.2969, -1.8280], [-3.3933, -1.2505, -0.9164], [-2.3268, -2.7973, 1.5413], [-2.1305, -3.6424, 0.3270], [-2.0260, -3.3679, 2.7816], [-1.9435, -2.5952, 3.9388], [-1.6609, -3.2902, 5.2454], [-2.1015, -1.2026, 3.8499], [-1.8676, 1.3670, 3.3528], [-2.2002, 1.2632, 1.4434], [-3.5727, 1.2061, 2.7547], [-1.0040, 2.2262, -1.4598], [-1.7280, 1.5963, -2.9457], [-2.6495, 2.7391, -1.9168], [-3.4206, -0.2544, -2.8749], [-3.8928, -2.1948, -1.0224], [-1.7000, -4.6153, 0.6084], [-3.0567, -3.8526, -0.2152], [-1.4192, -3.1936, -0.3771], [-1.7905, -4.4320, 2.8407], [-1.7028, -2.6075, 6.1036], [-2.3748, -4.1056, 5.4494], [-0.6644, -3.7634, 5.2721], [-1.9905, -0.5959, 4.7572], [2.0987, 5.9243, 1.0697], [1.8851, 4.5495, 0.5262], [1.0908, 3.6634, 1.2602], [0.8705, 2.3777, 0.8138], [1.4515, 1.9034, -0.3997], [1.2628, 0.5390, -0.7279], [2.0711, -0.2144, -1.6120], [1.5836, -1.5025, -1.9892], [2.2362, -2.2599, -2.9400], [3.3957, -1.7830, -3.5670], [4.0102, -2.6110, -4.6489], [3.9586, -0.5718, -3.1346], [3.3568, 0.1749, -2.1292], [2.1555, 2.8627, -1.2019], [2.4031, 4.1371, -0.7107], [2.8775, 6.4578, 0.5222], [1.1805, 6.5313, 1.0325], [2.4088, 5.8703, 2.1203], [0.6599, 4.0025, 2.2037], [0.2837, 1.6774, 1.4188], [0.4629, 0.0040, -0.1996], [0.6673, -1.8738, -1.5214], [1.8481, -3.2370, -3.2261], [4.7307, -2.0347, -5.2348], [4.5391, -3.4927, -4.2561], [3.2277, -2.9808, -5.3247], [4.8716, -0.2226, -3.6286], [3.8625, 1.0707, -1.7526], [2.5213, 2.5834, -2.1961], [3.0283, 4.8412, -1.2668]]}

=====

2.
{"formula": "C28H31N2O4P2RuS", "method": "ωB97M-V with the def2-TZVPD basis set", "s2": 6.023, "charge": 3, "e_lumo_ha": [-0.324, -0.378], "multiplicity": 5, "orbital_gap_ev": [7.702, 6.471], "species": ["Ru", "N", "P", "C", "C", "C", "C", "C", "C", "C", "C", "C", "C", "C", "C", "P", "C", "C", "C", "C", "C", "C", "C", "C", "C", "C", "C", "C", "H", "H", "H", "H", "H", "H", "H", "H", "H", "H", "H", "H", "H", "H", "H", "H", "H", "H", "H", "H", "H", "C", "N", "C", "C", "O", "H", "H", "H", "H", "H", "H", "H", "C", "S", "O", "O", "O", "H", "H", "H"], "coordinates": [[1.8191, 0.6146, 0.2854], [-0.1515, 2.1555, 2.2957], [-0.0029, 0.6431, 2.9661], [-0.3353, 0.6351, 4.7145], [-1.2205, 1.5374, 5.3034], [-1.4379, 1.4746, 6.6690], [-0.7906, 0.5162, 7.4376], [0.0894, -0.3809, 6.8466], [0.3263, -0.3239, 5.4849], [1.6614, 0.0300, 2.5549], [2.7913, 0.7812, 2.9539], [4.0630, 0.2268, 2.8714], [4.2363, -1.0640, 2.3825], [3.1364, -1.8123, 1.9772], [1.8482, -1.2884, 2.0693], [-0.0132, 2.4646, 0.5789], [1.7104, 3.1370, 0.4897], [2.2969, 3.9310, 1.4788], [3.5536, 4.4708, 1.2635], [4.2455, 4.2025, 0.0863], [3.6718, 3.4271, -0.9110], [2.4055, 2.8782, -0.7190], [-1.0190, 3.9626, 0.4909], [-2.2200, 4.0785, 1.1926], [-2.8824, 5.2931, 1.2022], [-2.3886, 6.3640, 0.4663], [-1.2287, 6.2233, -0.2840], [-0.5487, 5.0208, -0.2892], [-0.7811, 2.7975, 2.7766], [-1.7411, 2.2704, 4.7035], [-2.1137, 2.1699, 7.1418], [-0.9772, 0.4666, 8.4999], [0.5855, -1.1212, 7.4545], [1.0139, -1.0148, 5.0156], [2.6584, 1.7528, 3.4136], [4.9121, 0.7865, 3.2310], [5.2252, -1.4956, 2.3500], [3.2727, -2.8275, 1.6370], [0.9882, -1.9215, 1.8717], [1.7527, 4.1511, 2.3874], [3.9983, 5.1126, 2.0085], [5.2313, 4.6142, -0.0598], [4.1851, 3.2738, -1.8485], [1.8777, 2.4020, -1.5606], [-2.6371, 3.2255, 1.7095], [-3.7959, 5.4028, 1.7665], [-2.9276, 7.2992, 0.4555], [-0.8604, 7.0489, -0.8730], [0.3558, 4.9148, -0.8694], [5.0509, -0.2463, -0.9610], [4.4789, -1.2602, -1.8169], [5.4091, -2.0968, -2.5450], [3.1788, -1.3927, -1.9842], [2.2904, -0.7461, -1.4092], [5.6440, 0.4455, -1.5642], [5.7132, -0.6995, -0.2209], [4.2502, 0.3195, -0.4383], [6.3870, -2.0332, -2.0769], [5.4981, -1.7745, -3.5843], [5.0863, -3.1366, -2.5369], [2.8915, -2.1591, -2.7176], [-2.6228, -1.7424, 0.6090], [-1.4926, -0.3761, 0.6313], [-2.0683, 0.9113, 0.4451], [-1.0254, -0.3685, 2.2734], [-0.2623, -0.6452, -0.0510], [-2.8074, -2.0344, 1.6368], [-2.1593, -2.5492, 0.0511], [-3.5445, -1.4326, 0.1270]]}

=====

3.
{"formula": "C28H31N5O3Pt", "method": "ωB97M-V with the def2-TZVPD basis set", "s2": 2.007, "charge": 2, "e_lumo_ha": [-0.234, -0.285], "multiplicity": 3, "orbital_gap_ev": [7.639, 6.423], "species": ["Pt", "C", "O", "C", "N", "C", "C", "C", "C", "C", "C", "C", "C", "C", "C", "C", "C", "N", "C", "N", "C", "C", "O", "C", "C", "C", "C", "C", "C", "H", "H", "H", "H", "H", "H", "H", "H", "H", "H", "H", "H", "H", "H", "H", "H", "H", "H", "H", "C", "N", "C", "C", "O", "N", "C", "C", "H", "H", "H", "H", "H", "H", "H", "H", "H", "H", "H", "H"], "coordinates": [[11.6159, 11.7156, 6.8523], [7.4949, 12.5250, 8.4502], [8.2107, 13.8118, 8.2944], [9.3563, 13.4860, 7.7630], [9.7085, 12.2658, 7.7206], [8.6235, 11.4745, 8.3381], [8.2173, 10.2224, 7.5639], [7.8675, 10.2494, 6.2172], [7.2983, 9.1221, 5.6467], [6.9030, 8.0259, 6.4182], [7.2641, 7.9518, 7.7580], [7.9680, 9.0327, 8.2775], [10.3844, 14.4836, 7.4633], [10.3053, 15.8588, 7.7463], [11.4921, 16.5751, 7.6545], [12.6904, 15.9904, 7.2899], [12.6266, 14.6339, 7.0614], [11.5200, 13.8845, 7.0971], [13.8023, 13.7621, 6.8115], [13.7386, 12.4885, 6.7750], [15.0528, 12.0071, 6.3155], [15.9643, 13.2753, 6.4710], [14.9672, 14.3231, 6.6743], [15.5721, 10.8098, 7.0641], [16.8594, 10.3989, 6.7459], [17.4697, 9.3253, 7.3640], [16.7444, 8.6736, 8.3220], [15.4583, 9.0506, 8.6578], [14.8612, 10.1483, 8.0051], [6.7635, 12.5082, 7.5530], [7.0227, 12.5080, 9.4533], [9.0700, 11.2060, 9.3032], [8.1405, 11.1008, 5.5644], [7.0138, 9.0846, 4.6047], [6.4586, 7.2369, 5.8652], [6.9633, 7.1570, 8.4108], [8.2945, 8.9150, 9.3301], [9.3254, 16.2722, 8.0493], [11.4197, 17.6617, 7.7883], [13.6604, 16.5019, 7.1553], [14.9054, 11.7580, 5.2810], [16.5424, 13.4417, 5.5500], [16.6510, 13.2853, 7.2859], [17.4416, 10.8072, 5.9316], [18.4510, 8.9814, 7.1055], [17.2987, 7.8572, 8.7625], [14.9344, 8.6000, 9.5282], [13.9282, 10.4300, 8.3682], [13.3543, 9.4121, 3.8654], [13.4197, 8.6893, 5.1345], [14.6447, 7.9400, 5.2986], [12.4061, 8.9151, 6.0163], [11.7141, 10.0132, 5.9021], [12.1703, 8.0793, 7.0147], [12.3047, 6.5932, 6.7886], [11.3298, 8.4551, 8.1274], [14.1051, 10.2153, 3.8117], [12.3284, 9.8057, 3.6398], [13.5943, 8.6586, 3.0801], [15.5541, 8.5367, 5.0479], [14.6150, 7.0401, 4.6160], [14.8117, 7.6173, 6.3511], [12.3440, 6.3266, 5.7059], [11.3799, 6.1080, 7.1261], [13.1274, 6.1474, 7.3220], [10.3160, 7.9724, 8.2132], [11.1745, 9.5365, 8.2211], [11.8044, 8.2002, 9.1157]]}